1.
Entry from the OMol25 dataset: 2 unconnected molecules or ions with the total composition C2H8NS (ωB97M-V with the def2-TZVPD basis set).

Each line ends with the Löwdin spin population.
Atoms and positions in Å:
S (1.002972, -1.548055, -1.183687)  0.912
H (1.757370, -0.501806, -0.819165)  0.046
C (-1.035512, 1.792551, 0.033518)  0.000
N (-0.109918, 1.038373, 0.878032)  0.009
C (-0.833291, -0.035131, 1.567039)  0.014
H (-1.744362, 2.308798, 0.680594)  0.000
H (-1.599626, 1.155685, -0.663159)  0.000
H (-0.513200, 2.558734, -0.544115)  0.000
H (0.556414, 0.668176, 0.208714)  0.007
H (-1.795775, 0.342153, 1.885979)  0.000
H (-1.149497, -0.838054, 0.874243)  0.012
H (-0.248083, -0.362387, 2.421493)  0.000

Forces on atoms 1 to 2 (eV/Å):
S 0.0 -0.1 -0.1
H 0.1 -0.1 0.0

Computed properties:
⟨S²⟩   0.75
E_HOMO (alpha / beta)   -0.33182 / -0.33133 hartree
E_LUMO (alpha / beta)   0.92 / -2.71 eV
Spin multiplicity   2
Gap between HOMO and LUMO (alpha / beta)   0.3655 / 0.2317 Eh
E_tot   -533.85510 Eh



2.
Entry from the OMol25 dataset: 3 unconnected molecules or ions with the total composition C14H31BNO6 (ωB97M-V with the def2-TZVPD basis set).

Each line ends with the Mulliken charge.
Atoms and positions in Å:
C (-1.122464, -3.510145, 2.742207)  -1.023
C (0.197833, -3.340330, 3.450109)  0.860
O (0.560225, -2.233498, 3.843689)  -0.605
O (0.912072, -4.454121, 3.754942)  -0.358
C (1.139424, -5.411420, 2.706114)  -0.580
C (2.528340, -5.263480, 2.139427)  -0.728
C (2.796447, -3.953539, 1.395019)  -0.765
C (1.666260, -3.461107, 0.494220)  -0.569
B (1.648513, -4.117202, -1.011015)  0.687
N (3.030471, -3.896814, -1.736015)  -0.772
H (-1.277672, -4.508506, 2.353788)  0.364
H (-1.934215, -3.279708, 3.420676)  0.352
H (-1.143953, -2.827672, 1.903109)  0.287
H (0.416021, -5.321933, 1.905965)  0.311
H (1.022799, -6.403020, 3.138768)  0.345
H (3.227617, -5.334895, 2.974466)  0.330
H (2.714900, -6.133650, 1.515348)  0.356
H (3.111376, -3.197050, 2.112892)  0.340
H (3.649596, -4.126766, 0.740611)  0.532
H (1.796920, -2.383621, 0.374141)  -0.115
H (0.678726, -3.583641, 0.942162)  0.049
H (0.756025, -3.523463, -1.647961)  -0.297
H (1.340140, -5.321408, -1.001287)  -0.270
H (2.924947, -3.221044, -2.476338)  0.161
H (3.301377, -4.748053, -2.208847)  0.114
O (1.001133, 0.430421, -2.165256)  -0.582
C (0.615108, 1.073118, -1.234553)  0.860
O (1.453543, 1.299434, -0.199230)  -0.408
C (1.124469, 2.185635, 0.869213)  -0.381
C (0.289524, 1.518235, 1.943385)  -0.912
C (-0.800885, 1.597606, -1.154814)  -0.733
H (0.643373, 3.087091, 0.482307)  0.291
H (2.085713, 2.490960, 1.281070)  0.348
H (-0.671881, 1.187737, 1.551451)  0.239
H (0.102937, 2.212211, 2.764460)  0.360
H (0.801783, 0.640413, 2.337489)  0.302
H (-1.441857, 0.805752, -0.770099)  0.248
H (-1.126881, 1.849736, -2.161072)  0.275
H (-0.922425, 2.481869, -0.536805)  0.096
O (-2.256395, 4.518841, -0.054901)  -0.570
C (-2.527912, 5.188093, -1.009392)  0.839
O (-3.059164, 4.581269, -2.086665)  -0.371
C (-3.526374, 5.292425, -3.232883)  -0.426
C (-2.411122, 5.578458, -4.216680)  -0.971
C (-2.223498, 6.668215, -1.058729)  -1.055
H (-4.057980, 6.197185, -2.933267)  0.377
H (-4.260800, 4.629349, -3.685895)  0.334
H (-1.649847, 6.228960, -3.785920)  0.271
H (-2.808901, 6.061338, -5.109663)  0.368
H (-1.923496, 4.649561, -4.510279)  0.289
H (-1.182589, 6.794336, -1.353185)  0.256
H (-2.352690, 7.071884, -0.058206)  0.327
H (-2.854604, 7.235954, -1.738074)  0.324

Forces on atoms 1 to 2 (eV/Å):
C 0.2 -0.3 -0.3
C 0.6 1.7 0.8

Computed properties:
E_HOMO   -0.12119 hartree
E_LUMO   1.87 eV
Spin multiplicity   1
Gap between HOMO and LUMO   0.1901 Eh
E_tot   -1083.11543 Eh
Charge   -1



3.
Entry from the OMol25 dataset: a molecular structure, C5H7Br2FHgSi (ωB97M-V with the def2-TZVPD basis set).

Each line ends with the Mulliken charge.
Atoms and positions in Å:
C (2.858192, 0.966343, -0.510046)  -0.228
C (2.111960, 0.046835, 0.170098)  -0.242
Si (0.864619, -1.114760, -0.591625)  0.451
F (1.488442, -2.530606, -0.794304)  -0.187
C (-0.533932, -1.127960, 0.640494)  0.158
Br (-0.612989, -2.560132, 1.828538)  0.079
C (-1.451882, -0.106764, 0.688592)  0.495
C (-1.465882, 1.079425, -0.208664)  -1.312
Br (-2.800263, -0.147041, 1.968668)  0.074
H (2.521153, 1.974880, -0.750450)  0.298
H (3.860811, 0.659336, -0.821248)  0.322
H (2.283233, -0.069101, 1.244661)  0.458
H (0.337009, -0.610261, -1.858223)  -0.067
H (-0.639920, 1.744583, 0.013544)  0.312
H (-2.372361, 1.658803, -0.096668)  0.431
H (-1.416878, 0.791675, -1.255166)  0.406
Hg (-5.031312, -0.655255, 0.331799)  0.551

Forces on atoms 1 to 2 (eV/Å):
C 0.0 -0.3 0.3
C -0.6 0.5 0.3

Computed properties:
E_HOMO   -0.55939 hartree
E_LUMO   -12.04 eV
Spin multiplicity   1
Gap between HOMO and LUMO   0.1167 Eh
E_tot   -5884.69025 Eh
Charge   +2



4.
Entry from the OMol25 dataset: 2 unconnected molecules or ions with the total composition C3H6O2S2 (ωB97M-V with the def2-TZVPD basis set).

Each line ends with the Mulliken charge.
Atoms and positions in Å:
C (-0.307028, -0.997219, 1.933471)  -0.029
C (-0.011285, 0.219103, 1.237569)  0.303
C (-0.580976, 0.911734, 0.133959)  -0.485
O (-0.350234, 0.330891, 2.523672)  -0.401
O (-0.454811, 0.177079, -1.087384)  -0.387
S (-1.875501, -1.759030, 1.673425)  -0.176
S (2.656587, -0.242462, -1.186808)  -0.257
H (0.423238, -1.751828, 2.067415)  0.363
H (-0.260129, 1.968601, 0.045635)  0.248
H (-1.648765, 0.904970, 0.122284)  0.330
H (0.393548, 0.202907, -1.473120)  0.237
H (-1.322715, -2.777824, 1.242304)  0.096
H (2.467754, -1.439675, -0.609260)  0.158

Forces on atoms 1 to 2 (eV/Å):
C -0.6 0.5 -1.5
C 1.3 -0.9 0.2

Computed properties:
E_HOMO (alpha / beta)   -0.35250 / -0.29549 hartree
E_LUMO (alpha / beta)   -0.21 / -2.69 eV
Spin multiplicity   1
Gap between HOMO and LUMO (alpha / beta)   0.3448 / 0.1968 Eh
E_tot   -1064.55652 Eh



5.
Entry from the OMol25 dataset: 13 unconnected molecules or ions with the total composition ClH24O16 (ωB97M-V with the def2-TZVPD basis set).

Each line ends with the Mulliken charge.
Atoms and positions in Å:
Cl (0.942837, -0.447094, 0.429900)  1.411
O (0.751173, -1.196356, 1.704464)  -0.678
O (2.002392, -1.060577, -0.469777)  -0.778
O (-0.371852, -0.315232, -0.265401)  -0.353
O (1.508131, 0.953206, 0.785511)  -0.672
O (-1.100255, -3.125289, 0.192459)  -0.706
H (-1.173204, -2.453013, 0.876758)  0.270
H (-0.244276, -2.925314, -0.165502)  0.400
O (2.599594, 2.618691, -1.419257)  -0.523
H (3.170684, 2.075701, -1.937786)  0.212
H (2.825957, 3.524735, -1.631550)  0.249
O (-0.396095, -1.121833, -2.753813)  -0.789
H (0.464783, -0.821428, -3.049270)  0.389
H (-0.406201, -0.661108, -1.885090)  0.494
O (-2.760169, 1.963964, -0.346575)  -0.714
H (-2.221509, 2.123702, 0.446950)  0.343
H (-2.744958, 1.023469, -0.349012)  0.391
O (-1.376354, -2.865358, 3.009868)  -0.577
H (-1.637225, -2.594719, 3.877181)  0.299
H (-0.531628, -2.473260, 2.924867)  0.294
O (0.491644, 0.743431, 3.522971)  -0.613
H (0.941333, 1.575192, 3.351686)  0.294
H (0.879964, 0.243074, 2.882814)  0.352
O (1.667813, 3.950318, 1.111715)  -0.577
H (2.090978, 4.764601, 0.852840)  0.256
H (2.167862, 3.269755, 0.638759)  0.349
O (-0.171599, 2.251892, -1.483799)  -0.668
H (0.799098, 2.095778, -1.186057)  0.405
H (-0.627793, 1.890109, -0.698925)  0.293
O (-3.128677, -0.947286, -0.207131)  -0.562
H (-3.065576, -1.862188, -0.359877)  0.254
H (-4.056593, -0.763097, -0.099557)  0.248
O (2.019660, 0.245989, -2.931187)  -0.648
H (2.462473, 0.073514, -3.803700)  0.278
H (2.536613, -0.235355, -2.322060)  0.321
O (1.072441, -3.326438, -1.659349)  -0.771
H (1.780286, -2.800238, -1.313470)  0.375
H (0.679782, -2.689776, -2.276563)  0.408
O (-2.349638, -0.366671, 2.282788)  -0.572
H (-2.402099, -0.649230, 1.375447)  0.334
H (-3.089796, 0.313740, 2.347731)  0.285

Forces on atoms 1 to 2 (eV/Å):
Cl 1.7 2.8 0.6
O 0.7 0.5 -2.7

Computed properties:
E_HOMO   -0.25247 hartree
E_LUMO   2.30 eV
Spin multiplicity   1
Gap between HOMO and LUMO   0.3369 Eh
E_tot   -1678.21609 Eh
Charge   -1



6.
Entry from the OMol25 dataset: C3H6N2O in the gas phase (ωB97M-V with the def2-TZVPD basis set).

Each line ends with the Mulliken charge.
Atoms and positions in Å:
C (-0.516567, 0.374670, 1.090948)  -1.145
C (0.644517, -0.265721, 0.355801)  0.715
N (1.573819, -0.954691, 0.880719)  -0.729
N (0.646213, -0.102369, -1.036133)  -0.184
C (-0.531582, 0.285837, -1.670719)  -0.108
O (-1.075164, -0.349995, -2.536953)  -0.514
H (-0.691294, -0.180120, 2.012008)  0.336
H (-1.456960, 0.366904, 0.532035)  0.371
H (-0.287760, 1.416874, 1.333249)  0.287
H (1.422003, -1.041218, 1.884222)  0.237
H (1.183721, -0.807958, -1.530159)  0.289
H (-0.910946, 1.257787, -1.315018)  0.446

Forces on atoms 1 to 2 (eV/Å):
C 0.0 0.0 0.2
C 0.0 0.0 0.1

Computed properties:
E_HOMO   -0.36566 hartree
E_LUMO   0.84 eV
Spin multiplicity   1
Gap between HOMO and LUMO   0.3965 Eh
E_tot   -302.66013 Eh